1.
ORCA calculation (wB97M-V/def2-TZVPD) on a cluster of 9 separate species, C6H30NO8 in total.

Element x y z (Å)
C: -0.5520 -0.9737 1.5625
C: -1.3535 -0.2448 0.4856
C: -0.6610 0.0714 -0.8313
C: -0.5038 -0.8201 -1.8094
C: -0.1458 1.4849 -1.0183
C: -0.8404 2.3132 -2.1177
N: 0.0367 -2.2692 1.0613
H: -1.2443 -1.2860 2.3490
H: 0.1745 -0.3556 2.0755
H: -1.6535 0.7158 0.9106
H: -2.3097 -0.7275 0.2923
H: 0.1544 -0.5511 -2.6242
H: -0.8974 -1.8017 -1.6815
H: -0.2142 2.0261 -0.0741
H: 0.9000 1.3867 -1.3262
H: -0.2827 3.2204 -2.3462
H: -0.7508 1.7787 -3.0649
H: -1.8406 2.6020 -1.8109
H: 0.9074 -1.9780 0.5854
H: -0.6338 -2.7771 0.4775
H: 0.3225 -2.8967 1.8099
H: 2.8463 -0.4979 0.5022
H: 2.5629 -0.7334 -0.9232
O: 2.2842 -1.0627 -0.0669
H: 0.9406 1.8121 2.6044
H: 1.1633 1.5385 4.1534
O: 1.2745 1.1962 3.2701
H: -3.7936 -3.5177 -1.0286
H: -3.4672 -2.7357 0.2831
O: -3.0850 -3.2285 -0.4486
H: 1.2959 3.7847 1.6099
H: -0.1593 3.7698 1.2313
O: 0.4520 3.4341 1.8988
H: 1.4319 -2.7354 -3.7778
H: 2.0362 -1.4640 -4.2715
O: 1.2306 -1.8232 -3.8790
H: -0.8011 -5.5219 0.2314
H: -1.9016 -4.4566 0.1798
O: -1.0652 -4.6870 0.6319
H: -0.5989 5.9756 -0.8383
H: 0.3505 4.7425 -0.9715
O: -0.3811 5.1142 -0.4715
H: 2.2831 1.1290 2.4342
H: 3.4828 0.3395 2.7482
O: 3.0065 0.7096 1.9934

Its net charge is +1.

---

2.
ORCA calculation (wB97M-V/def2-TZVPD) on a cluster of 8 separate species, C6H31N2O7 in total.

Element x y z (Å)
N: 1.6556 0.4210 1.3713
C: 0.6787 -0.3145 2.1611
C: -0.2639 -1.2033 1.2498
N: -0.7641 -0.4221 0.0468
C: -2.1661 -0.8574 -0.2093
C: -3.3328 -0.7209 0.7210
C: 0.1857 -0.8725 -1.0709
C: -0.1520 -0.0891 -2.4680
H: 2.4929 0.6564 1.8771
H: 2.1172 -0.2068 0.6093
H: 1.0446 1.1287 0.8278
H: 1.0995 -0.9926 2.9057
H: -0.0542 0.4482 2.6667
H: 0.2120 -2.1174 0.9088
H: -1.0740 -1.5572 1.8865
H: -2.4510 -0.3739 -1.0765
H: -2.2300 -2.0256 -0.3852
H: -3.6373 -1.6119 1.3121
H: -4.1585 -0.3762 0.1126
H: -3.2456 -0.0635 1.6155
H: 1.2122 -0.5808 -0.7141
H: 0.0217 -1.9848 -1.2409
H: 0.0815 0.9277 -2.2803
H: 0.4061 -0.4114 -3.2995
H: -1.2897 -0.1022 -2.6780
H: 0.5356 -3.7139 2.9606
H: 1.2819 -2.8866 2.0535
O: 0.8890 -3.7605 2.0214
H: -1.4143 2.3735 -1.7454
H: -1.0134 3.8582 -1.6011
O: -0.6627 2.9585 -1.7594
H: 3.5774 -1.9191 0.9488
H: 4.1072 -1.6172 2.4455
O: 3.4904 -1.4075 1.7454
H: -3.9657 1.8393 -0.7032
H: -2.3803 1.7097 -0.5945
O: -3.1493 1.8797 -1.1748
H: 3.0676 -1.6501 -3.2748
H: 2.3477 -0.3343 -2.9647
O: 3.0468 -0.9194 -2.6239
H: 1.1529 2.8004 -1.2709
H: 2.4169 2.1395 -1.8210
O: 1.7639 2.0615 -1.1447
H: -0.1328 3.7591 0.6832
H: -1.1070 3.1146 1.6685
O: -0.2405 3.0166 1.3021

Its net charge is +1.

---

3.
ORCA calculation (wB97M-V/def2-TZVPD) on a structure of composition C6H32NO11.

Element x y z (Å)
C: 3.0382 2.0412 0.5441
O: 3.2307 1.6148 -0.7344
C: 3.0783 0.7983 1.4465
C: 2.0434 0.6320 2.6142
C: 0.7786 0.2066 2.0281
C: -0.2307 1.0305 1.5868
N: -1.3507 0.6902 0.8192
C: 0.6294 -1.2404 1.7211
H: 2.0583 2.7686 0.7431
H: 3.6688 2.8427 0.8349
H: 2.9840 -0.0754 0.7370
H: 4.1358 0.7867 1.9303
H: 2.3595 -0.0743 3.3391
H: 1.8492 1.5555 3.1035
H: -0.1008 2.0664 1.7916
H: -1.9397 1.4577 0.5069
H: -1.0485 0.1075 0.0501
H: 1.6057 -1.7195 2.0532
H: 0.3669 -1.5997 0.7434
H: -0.1192 -1.7461 2.3077
H: -3.0945 -1.5350 -1.8347
H: -3.9146 -1.2992 -0.6744
O: -3.9471 -1.5584 -1.5823
H: 1.5912 -1.1134 -1.6164
H: 1.7657 -2.6989 -2.0979
O: 2.2323 -1.8829 -2.1750
H: -4.4615 1.8083 0.6399
H: -3.9715 1.1562 -0.7036
O: -3.8615 1.9667 -0.0437
H: -2.9393 0.2577 -2.4831
H: -3.3148 1.7956 -2.2750
O: -3.6873 0.9322 -2.3948
H: -2.8183 -0.0024 2.6008
H: -3.7857 -0.2759 1.5038
O: -3.7671 -0.1668 2.4777
H: 3.3178 -2.8492 -1.2079
H: 3.8415 -2.2610 0.1971
O: 3.6324 -2.9790 -0.3032
H: 1.8987 -0.9821 -3.4907
H: 2.6754 0.8630 -0.9728
O: 1.6309 -0.3762 -4.2104
H: 0.0408 -0.0287 4.3448
H: -1.4879 0.0834 4.5611
O: -0.7022 0.4735 4.8594
H: 1.0347 0.4850 -2.3074
H: 0.6956 -0.3910 -4.3960
O: 0.6485 -0.0433 -1.5949
H: -1.3187 -1.2054 -3.5087
H: -0.2596 -0.6403 -2.1586
O: -1.3958 -0.8765 -2.7322

Its net charge is -1.

---

ΔE to the lowest compared entry with this formula, charge and spin readings, ordered: 127.8; 363.2; 284.3 kJ/mol
Highest occupied orbital energy readings, ordered: -0.4386; -0.4505; -0.1958 hartree
Max |F| readings, ordered: 4.56; 3.86; 9.45 eV/Å